Computed, not measured: a cluster of 3 separate species, C24H49BFN3O10S in total in a non-equilibrium geometry, with the ωB97M-V functional and the def2-TZVPD basis.

Last column: Mulliken charge in e.
Element x y z (Å)
C: -2.190 1.940 3.334  -0.702
C: -2.452 2.225 1.775  -0.829
C: -1.442 1.669 0.651  0.561
F: -1.046 2.898 -0.139  -0.451
C: -0.229 0.685 1.069  1.628
N: 0.823 1.043 2.067  -0.258
C: 1.128 2.340 2.227  0.637
C: 1.726 3.433 1.166  -1.002
C: 1.018 2.946 3.787  -1.148
C: 0.690 -0.070 -0.109  -0.290
C: 2.272 -0.354 0.150  -1.205
C: 3.337 0.802 -0.223  0.708
O: 4.035 1.195 1.038  -0.294
C: 5.227 0.364 1.267  0.623
C: 6.557 1.167 1.883  -0.908
O: 5.299 -0.966 1.068  -0.526
B: 0.499 0.414 -1.701  1.293
C: 0.019 -0.653 -2.903  -0.826
O: 0.798 1.791 -2.190  -0.736
O: 0.224 -1.490 -0.312  -0.357
C: 0.103 -2.021 1.049  -0.149
O: 0.538 -3.141 1.634  -0.588
C: -0.764 -0.758 1.736  -0.525
O: -0.385 -1.019 3.166  -0.463
S: -2.486 -1.384 1.423  1.332
C: -2.985 -1.579 -0.371  -0.693
O: -3.626 -0.704 2.217  -0.616
O: -2.477 -2.867 1.984  -0.689
H: -1.245 1.358 3.655  0.120
H: -3.126 1.346 3.774  0.184
H: -2.173 2.974 3.930  0.284
H: -2.589 3.407 1.665  0.477
H: -3.544 1.805 1.523  0.239
H: -2.102 1.059 -0.138  0.067
H: 2.899 3.581 1.241  0.288
H: 1.486 3.224 0.039  0.118
H: 1.243 4.483 1.454  0.418
H: 0.058 3.613 3.825  0.193
H: 1.001 2.049 4.551  0.275
H: 2.026 3.548 3.978  0.417
H: 2.549 -0.738 1.246  0.270
H: 2.544 -1.292 -0.543  0.416
H: 4.204 0.375 -0.924  -0.315
H: 2.943 1.782 -0.705  0.038
H: 7.415 1.150 1.087  0.268
H: 6.233 2.295 2.091  0.235
H: 6.878 0.734 2.925  0.313
H: -0.005 -0.134 -3.974  0.227
H: -1.053 -1.086 -2.734  0.138
H: 0.773 -1.548 -2.955  0.241
H: 1.034 1.703 -3.173  0.263
H: -1.269 -1.172 3.654  0.500
H: -2.491 -0.835 -1.122  -0.001
H: -2.622 -2.666 -0.705  0.351
H: -4.174 -1.624 -0.471  0.344
C: -9.255 -4.209 1.913  -0.632
O: -8.428 -3.141 2.350  -0.411
C: -7.076 -3.517 2.629  -0.793
C: -6.171 -3.615 1.379  0.769
C: -6.405 -4.878 0.553  -1.603
N: -6.325 -2.439 0.511  -0.619
H: -8.995 -5.157 2.392  0.291
H: -9.203 -4.301 0.827  0.220
H: -10.289 -3.963 2.171  0.262
H: -6.677 -2.723 3.272  0.287
H: -7.045 -4.439 3.223  0.462
H: -5.132 -3.648 1.730  0.211
H: -7.313 -4.823 -0.053  0.314
H: -5.571 -5.037 -0.140  0.352
H: -6.474 -5.761 1.196  0.359
H: -6.071 -1.606 1.040  0.265
H: -7.328 -2.318 0.338  0.305
C: 4.791 2.091 -6.321  -0.687
O: 4.056 2.071 -5.107  -0.415
C: 4.446 1.036 -4.198  0.404
C: 5.698 1.369 -3.354  0.448
C: 7.008 1.249 -4.131  -1.629
N: 5.610 2.714 -2.768  -0.647
H: 5.066 1.087 -6.656  0.327
H: 5.679 2.715 -6.210  0.230
H: 4.162 2.550 -7.090  0.261
H: 3.600 0.915 -3.511  -0.584
H: 4.556 0.079 -4.723  0.465
H: 5.743 0.640 -2.535  0.268
H: 7.179 2.095 -4.801  0.312
H: 7.857 1.216 -3.439  0.385
H: 7.029 0.330 -4.726  0.331
H: 4.786 2.756 -2.170  0.224
H: 5.389 3.363 -3.530  0.372

Results
Structure (SMILES): CC[C@@H](F)[C@]1(N=C(C)C)[C@](CCOC(C)=O)(B(C)O)OC(=O)[C@]1(O)S(C)(=O)=O.COC[C@@H](C)N.COC[C@@H](C)N
LUMO energy in eV: -0.1
Gap between HOMO and LUMO in eV: 8.55
Relative energy (zero: lowest compared OMol25 entry of this formula, charge and spin) in kJ/mol: 1010.6
Electronic energy in eV: -64843.766



Computed, not measured: a cluster of 3 separate species, C24H49BN2O6S in total in a non-equilibrium geometry, with the ωB97M-V functional and the def2-TZVPD basis.

Last column: Mulliken spin population.
Element x y z (Å)
C: 0.036 2.987 -1.472  0.000
C: -1.240 2.165 -1.710  0.004
B: -1.251 0.672 -1.205  0.003
O: -2.366 -0.080 -1.490  -0.001
C: -0.123 -0.054 -0.383  0.000
C: -0.552 -0.538 1.013  0.000
C: 0.681 -0.945 1.797  -0.003
O: 1.329 -2.086 1.181  0.001
S: 1.867 -1.870 -0.295  0.000
O: 2.246 -3.159 -0.763  0.000
O: 2.824 -0.806 -0.307  0.000
C: 0.406 -1.294 -1.129  0.000
H: 0.749 2.829 -2.277  0.000
H: 0.506 2.759 -0.520  0.000
H: -0.194 4.052 -1.471  0.000
H: -1.483 2.175 -2.778  0.001
H: -2.075 2.669 -1.212  0.000
H: -2.797 0.377 -2.213  0.000
H: 0.735 0.604 -0.241  0.000
H: -1.068 0.244 1.571  0.000
H: -1.219 -1.396 0.923  0.000
H: 1.375 -0.110 1.869  0.001
H: 0.411 -1.265 2.799  0.003
H: -0.311 -2.111 -1.074  0.000
H: 0.689 -1.098 -2.160  -0.001
C: -0.371 -0.542 -8.737  0.009
C: -0.201 0.051 -7.324  0.018
C: 0.533 -0.912 -6.385  0.030
C: -0.316 -2.097 -5.929  -0.024
C: -1.616 -1.600 -5.299  0.029
C: -2.411 -0.675 -6.214  0.007
N: -1.517 0.423 -6.706  0.405
O: -1.356 1.335 -5.809  0.513
C: -3.037 -1.491 -7.363  0.017
C: -3.589 -0.067 -5.459  -0.004
C: 0.640 1.311 -7.488  -0.002
H: 0.505 -1.139 -8.996  0.000
H: -1.240 -1.175 -8.864  -0.005
H: -0.455 0.257 -9.474  -0.005
H: 0.851 -0.353 -5.499  0.004
H: 1.443 -1.255 -6.879  0.004
H: -0.522 -2.766 -6.769  -0.001
H: 0.243 -2.685 -5.200  0.001
H: -2.247 -2.449 -5.027  0.004
H: -1.380 -1.075 -4.367  -0.001
H: -3.398 -0.837 -8.157  -0.010
H: -3.889 -2.052 -6.980  0.001
H: -2.361 -2.225 -7.794  0.000
H: -3.295 0.468 -4.558  0.004
H: -4.259 -0.872 -5.160  0.000
H: -4.152 0.621 -6.090  -0.001
H: 0.106 2.063 -8.068  -0.001
H: 1.552 1.046 -8.023  0.001
H: 0.918 1.749 -6.533  0.003
C: 2.472 -1.360 7.019  0.023
C: 2.398 0.119 6.587  -0.009
C: 2.798 1.059 7.726  0.031
C: 1.744 1.171 8.823  -0.022
C: 0.403 1.596 8.228  0.027
C: -0.072 0.670 7.108  0.005
N: 1.030 0.493 6.102  0.377
O: 1.073 1.473 5.271  0.556
C: -0.547 -0.668 7.705  0.026
C: -1.270 1.280 6.392  -0.009
C: 3.388 0.279 5.441  -0.012
H: 3.311 -1.504 7.702  -0.001
H: 1.585 -1.734 7.516  -0.005
H: 2.638 -1.998 6.152  -0.002
H: 2.977 2.056 7.311  0.003
H: 3.749 0.718 8.140  0.004
H: 1.650 0.223 9.360  0.000
H: 2.063 1.910 9.560  0.001
H: -0.368 1.625 9.001  0.003
H: 0.498 2.614 7.837  0.004
H: -0.654 -1.427 6.929  -0.008
H: -1.523 -0.525 8.168  0.001
H: 0.105 -1.054 8.485  0.001
H: -1.058 2.278 6.017  0.002
H: -2.102 1.349 7.092  0.000
H: -1.579 0.656 5.552  -0.001
H: 3.080 -0.306 4.574  0.000
H: 4.360 -0.088 5.773  0.001
H: 3.501 1.315 5.133  0.004

Results
<S²>: 2.01
LUMO energy (spin up / spin down) in eV: 0.5 / 0.2
2S+1: 3
Gap between HOMO and LUMO (spin up / spin down) in eV: 8.86 / 9.69
Electronic energy in eV: -52457.884



Computed, not measured: a structure of composition C24H49ClP2PdSe in a non-equilibrium geometry, with the ωB97M-V functional and the def2-TZVPD basis.

Last column: Mulliken spin population.
Element x y z (Å)
Pd: 0.001 -1.375 0.266  0.680
Cl: -0.177 -0.022 -1.734  0.178
P: -0.549 -3.200 -0.870  0.103
C: 0.612 -3.514 -2.254  -0.090
C: -0.411 -4.430 0.478  0.026
C: -2.212 -3.115 -1.643  0.104
C: 1.903 -2.684 -2.170  0.077
H: 0.012 -3.115 -3.089  0.006
C: 0.865 -5.000 -2.495  0.011
H: 1.522 -5.445 -1.737  -0.003
H: 1.362 -5.088 -3.468  0.001
H: -0.053 -5.596 -2.534  0.000
H: 1.651 -1.617 -2.200  0.000
H: 2.533 -2.909 -3.039  0.002
H: 2.472 -2.885 -1.252  -0.014
H: -1.951 -2.526 -2.538  0.018
C: -3.234 -2.291 -0.845  0.045
C: -2.815 -4.440 -2.111  0.013
H: -2.316 -4.821 -3.006  0.004
H: -3.863 -4.248 -2.369  -0.002
H: -2.789 -5.240 -1.362  0.001
H: -2.886 -1.273 -0.627  0.039
H: -3.511 -2.779 0.099  -0.006
H: -4.126 -2.204 -1.483  0.004
C: 0.963 -4.361 1.180  0.161
H: -0.555 -5.364 -0.092  -0.009
C: -1.533 -4.212 1.497  0.016
H: 1.764 -3.997 0.518  -0.039
H: 1.233 -5.351 1.575  0.005
H: 0.935 -3.682 2.051  -0.049
H: -1.564 -3.158 1.811  -0.002
H: -1.313 -4.800 2.398  -0.013
H: -2.526 -4.482 1.123  0.000
H: 0.018 -1.953 1.779  0.334
H: -1.076 -0.096 0.792  0.457
P: 0.140 2.961 -0.830  0.369
C: -1.059 3.576 -2.076  0.051
C: 0.247 3.978 0.681  0.136
C: 1.736 2.735 -1.704  0.052
C: -2.354 2.761 -1.938  0.123
H: -0.581 3.268 -3.022  -0.001
C: -1.259 5.090 -2.092  0.022
H: -1.750 5.458 -1.183  0.003
H: -1.926 5.302 -2.933  -0.001
H: -0.321 5.634 -2.270  0.001
H: -2.143 1.700 -2.126  -0.018
H: -3.076 3.116 -2.679  0.001
H: -2.809 2.851 -0.944  -0.018
H: 1.403 2.163 -2.587  0.004
C: 2.691 1.795 -0.954  -0.068
C: 2.341 4.060 -2.167  0.030
H: 1.789 4.451 -3.031  -0.001
H: 3.364 3.867 -2.505  0.000
H: 2.380 4.822 -1.378  0.002
H: 2.182 0.876 -0.632  0.114
H: 3.170 2.269 -0.093  -0.003
H: 3.484 1.512 -1.656  -0.001
C: -1.077 3.866 1.460  0.047
H: 0.380 4.996 0.288  0.023
C: 1.409 3.598 1.605  -0.006
H: -1.968 4.012 0.825  -0.002
H: -1.083 4.622 2.261  -0.007
H: -1.121 2.862 1.919  0.048
H: 1.344 2.523 1.839  0.028
H: 1.297 4.150 2.549  0.006
H: 2.397 3.834 1.192  0.000
Se: -1.067 -0.627 2.345  0.678
C: 0.263 0.437 3.381  -0.003
C: -0.275 1.374 4.291  0.003
C: 0.552 2.032 5.213  -0.001
C: 1.926 1.749 5.242  0.137
C: 2.458 0.819 4.349  -0.036
C: 1.634 0.159 3.425  0.158
H: -1.354 1.568 4.287  0.000
H: 0.116 2.768 5.904  0.001
H: 2.563 2.266 5.962  0.018
H: 3.524 0.609 4.382  -0.003
H: 2.047 -0.589 2.750  0.062

Results
<S²>: 6.02
LUMO energy (spin up / spin down) in eV: 0.5 / -2.1
2S+1: 5
Gap between HOMO and LUMO (spin up / spin down) in eV: 3.33 / 5.42
Electronic energy in eV: -125602.032



Computed, not measured: a cluster of 3 separate species, C24H49N2OS in total in a non-equilibrium geometry, with the ωB97M-V functional and the def2-TZVPD basis.

Last column: Mulliken spin population.
Element x y z (Å)
C: -1.060 -5.236 4.281  0.002
C: -2.344 -4.307 4.146  -0.003
C: -2.689 -3.833 2.654  -0.001
N: -3.553 -4.940 2.062  0.003
C: -2.843 -5.848 1.525  0.000
S: -2.037 -7.123 0.863  0.000
C: -1.424 -3.478 1.749  0.014
C: -0.785 -2.031 1.974  0.016
C: -0.610 -1.332 0.523  0.036
C: 0.737 -2.229 2.503  -0.004
N: -1.457 -1.172 2.976  0.320
O: -1.027 -1.348 4.194  0.576
C: -2.934 -1.140 2.864  0.012
C: -3.470 -0.457 4.236  0.001
C: -3.513 -0.226 1.683  0.024
C: -3.657 -2.562 2.774  0.016
H: -0.066 -4.697 4.218  -0.003
H: -1.021 -6.112 3.565  0.000
H: -1.101 -5.693 5.335  0.000
H: -3.237 -4.946 4.484  0.000
H: -2.317 -3.437 4.893  0.001
H: -1.790 -3.504 0.659  0.000
H: -0.580 -4.246 1.794  0.000
H: -1.633 -1.372 0.035  0.001
H: 0.124 -1.936 -0.096  -0.001
H: -0.220 -0.271 0.692  -0.020
H: 1.176 -1.241 2.887  0.005
H: 0.810 -2.955 3.367  0.003
H: 1.367 -2.551 1.612  -0.001
H: -2.985 0.560 4.399  0.000
H: -3.397 -1.150 5.126  0.003
H: -4.589 -0.238 4.092  -0.001
H: -3.714 -0.860 0.746  0.000
H: -4.534 0.181 1.996  0.001
H: -2.810 0.602 1.350  -0.011
H: -4.428 -2.599 1.926  0.001
H: -4.275 -2.717 3.730  0.001
C: 1.275 2.003 1.860  0.013
C: 1.007 2.183 0.371  -0.002
C: 1.905 3.235 -0.281  0.000
C: 1.744 4.659 0.258  0.000
C: 0.330 5.236 0.168  0.000
C: -0.176 5.368 -1.263  0.000
H: 1.071 2.917 2.422  0.000
H: 0.635 1.215 2.266  -0.007
H: 2.315 1.713 2.036  0.000
H: -0.048 2.430 0.215  0.000
H: 1.176 1.225 -0.131  0.000
H: 1.722 3.231 -1.361  0.000
H: 2.952 2.935 -0.154  0.000
H: 2.430 5.315 -0.290  0.000
H: 2.070 4.692 1.303  0.000
H: 0.332 6.229 0.629  0.000
H: -0.370 4.630 0.751  0.000
H: 0.486 6.009 -1.852  0.000
H: -1.173 5.815 -1.270  0.000
H: -0.246 4.396 -1.757  0.000
C: 1.500 3.184 -4.715  0.000
C: 1.508 2.016 -5.692  0.000
C: 1.515 0.652 -5.001  0.000
C: 2.744 0.367 -4.132  0.000
C: 4.088 0.452 -4.856  0.000
C: 4.235 -0.568 -5.977  0.000
H: 2.399 3.201 -4.096  0.000
H: 1.456 4.130 -5.261  0.000
H: 0.627 3.135 -4.057  0.000
H: 2.364 2.109 -6.368  0.000
H: 0.614 2.082 -6.319  0.000
H: 1.419 -0.128 -5.763  0.000
H: 0.622 0.568 -4.372  0.000
H: 2.636 -0.636 -3.701  0.000
H: 2.758 1.057 -3.283  0.000
H: 4.886 0.282 -4.125  0.000
H: 4.247 1.459 -5.252  0.000
H: 4.125 -1.586 -5.594  0.000
H: 5.223 -0.485 -6.436  0.000
H: 3.492 -0.414 -6.764  0.000

Results
<S²>: 0.75
LUMO energy (spin up / spin down) in eV: 0.1 / -0.1
2S+1: 2
Gap between HOMO and LUMO (spin up / spin down) in eV: 8.89 / 9.25
Electronic energy in eV: -41541.914



Computed, not measured: a structure of composition C24H49N7O6 in a non-equilibrium geometry, with the ωB97M-V functional and the def2-TZVPD basis.

Last column: Mulliken charge in e.
Element x y z (Å)
C: -1.251 -1.425 1.497  -0.778
O: -0.199 -1.495 0.922  -0.048
N: -2.379 -1.932 0.918  0.344
C: -3.740 -1.847 1.574  -0.885
C: -2.277 -2.564 -0.362  -0.791
H: -1.512 -1.031 2.491  1.274
H: -4.276 -0.985 1.178  0.151
H: -3.566 -1.601 2.621  0.428
H: -4.295 -2.785 1.559  0.420
H: -2.424 -1.925 -1.233  0.461
H: -1.308 -3.034 -0.529  0.314
H: -2.891 -3.460 -0.459  0.650
C: 0.992 -0.233 -5.690  0.029
O: 2.186 -0.181 -5.420  -0.582
N: 0.065 -0.410 -4.722  0.312
C: -1.365 -0.251 -5.041  -1.024
C: 0.439 -0.721 -3.352  -0.618
H: 0.601 0.066 -6.675  0.324
H: -2.043 0.045 -4.241  0.266
H: -1.707 -1.175 -5.508  0.345
H: -1.495 0.556 -5.762  0.391
H: -0.066 -1.625 -3.010  0.264
H: 1.511 -0.881 -3.243  0.617
H: 0.077 0.112 -2.749  -1.182
C: 0.537 -0.696 2.299  -1.320
O: 0.529 0.576 2.150  -0.003
N: 0.241 -1.363 3.454  0.525
C: 0.309 -0.735 4.745  -0.957
C: -0.128 -2.822 3.488  -0.847
H: 0.875 -1.426 1.547  0.704
H: 0.712 0.274 4.651  0.202
H: 0.969 -1.329 5.378  0.403
H: -0.547 -0.649 5.414  0.299
H: 0.007 -3.265 2.501  0.202
H: 0.416 -3.451 4.192  0.376
H: -1.161 -2.909 3.822  0.344
C: 1.310 2.247 1.820  -0.268
O: 0.576 2.308 0.835  -0.267
N: 2.474 1.576 1.799  0.329
C: 3.409 1.480 2.927  -1.109
C: 2.859 0.680 0.669  -1.058
H: 0.952 2.659 2.777  0.620
H: 3.648 0.487 3.308  0.417
H: 3.117 1.989 3.846  0.370
H: 4.395 1.915 2.763  0.407
H: 3.561 -0.055 1.063  0.541
H: 2.026 0.118 0.247  0.368
H: 3.396 1.201 -0.123  0.095
C: -3.917 2.270 -0.148  -1.439
C: -4.009 0.757 -0.399  0.341
O: -4.935 0.055 -0.179  -0.676
C: -2.676 0.077 -0.647  -0.105
H: -3.162 2.580 0.574  0.268
H: -4.936 2.533 0.138  0.520
H: -3.813 2.718 -1.136  0.374
H: -2.185 0.686 -1.405  -0.045
H: -2.825 -0.954 -0.967  -0.129
H: -2.100 -0.087 0.264  -0.985
C: 2.259 0.533 -2.224  -1.031
C: 1.667 1.937 -2.142  1.062
O: 2.242 2.910 -1.603  -0.722
C: 0.268 2.138 -2.741  -1.758
H: 3.098 0.495 -1.529  0.720
H: 2.648 0.175 -3.177  0.937
H: 1.589 -0.252 -1.874  0.569
H: 0.026 3.173 -2.500  0.414
H: -0.494 1.467 -2.346  0.952
H: 0.404 1.948 -3.806  0.322
C: 0.512 0.006 -0.061  1.143
C: -0.527 0.082 -1.053  0.949
N: -1.297 0.185 -1.905  -0.237
H: 0.300 0.709 0.745  -1.737
H: 1.482 0.266 -0.485  -1.997
H: 0.488 -0.959 0.444  0.170
C: -1.291 1.831 1.432  0.877
C: -1.807 0.787 2.341  0.589
N: -2.315 0.007 3.004  -0.543
H: -1.107 1.446 0.430  0.395
H: -0.353 2.258 1.787  -0.472
H: -2.055 2.589 1.259  0.418
C: 4.624 -0.677 0.165  -1.558
C: 3.314 -0.724 -0.425  0.660
N: 2.232 -0.832 -0.903  -0.552
H: 5.437 -0.265 -0.432  0.415
H: 4.969 -1.702 0.026  0.518
H: 4.684 -0.196 1.141  0.321

Results
LUMO energy in eV: 0.3
Gap between HOMO and LUMO in eV: 6.72
Electronic energy in eV: -48348.982